# C32H37N10O2STi

C32H37N10O2STi as an isolated structure (ωB97M-V/def2-TZVPD, the OMol25 dataset).

Values from the calculation:
HOMO energy (spin up / spin down)   -8.33 / -9.90 eV
Spin multiplicity   3
LUMO energy (spin up / spin down)   -0.0914 / -0.1047 hartree
⟨S²⟩   2.01
Total charge   +1
DFT total energy   -3187.2307 Eh

CARTESIAN COORDINATES (ANGSTROEM)
Ti 0.3158 -0.2749 0.2893
C 3.7866 -1.7033 -1.9912
C 2.7769 -0.9580 -1.1827
N 1.7302 -1.5354 -0.6322
C 1.5012 -2.9685 -0.7581
C 0.3427 -3.3750 0.1467
N 0.7029 -3.1417 1.5334
C -0.3211 -2.9763 2.5487
C -1.5975 -2.2051 2.1866
N -1.4489 -0.8610 1.5758
C -1.7304 0.2879 2.4570
C -1.5639 1.6068 1.7006
N -0.2560 1.6186 1.0633
C 0.5267 2.6133 0.8733
C 0.2280 4.0471 1.1537
C 1.7947 2.2527 0.1794
C 2.7671 3.1352 -0.2020
C 3.8437 2.6521 -0.9807
C 3.8894 1.3332 -1.3416
C 2.8841 0.4460 -0.9096
N 1.8656 0.9345 -0.1459
H 3.2926 -2.3664 -2.7021
H 4.4248 -2.3210 -1.3534
H 4.4251 -1.0309 -2.5564
H 2.3990 -3.5286 -0.4766
H 1.2542 -3.2205 -1.7945
H 0.1133 -4.4319 -0.0233
H -0.5596 -2.8225 -0.1656
H 1.3924 -2.4109 1.5927
H 0.1656 -2.5264 3.4158
H -0.6705 -3.9598 2.8847
H -2.2203 -2.1373 3.0841
H -2.1628 -2.7927 1.4615
H -2.1472 -0.8708 0.8155
H -1.0427 0.2562 3.3051
H -2.7484 0.2278 2.8568
H -1.6928 2.4416 2.3939
H -2.3227 1.6920 0.9165
H -0.6522 4.1754 1.7781
H 0.0470 4.5456 0.1986
H 1.0752 4.5415 1.6273
H 2.7054 4.1837 0.0490
H 4.6157 3.3338 -1.3081
H 4.6986 0.9747 -1.9613
N -5.1323 2.2821 -5.9778
C -4.0524 1.9243 -5.2072
C -4.0048 2.2645 -3.8499
C -2.9371 1.8745 -3.0680
C -1.9065 1.1279 -3.6172
C -1.9426 0.7781 -4.9619
C -3.0014 1.1773 -5.7526
S -0.5222 0.6563 -2.6477
O -0.0409 1.8403 -1.9674
O 0.4018 -0.0616 -3.4817
N -1.1077 -0.2665 -1.4159
C -1.9709 -1.2829 -1.7773
N -2.7395 -1.7769 -0.7823
C -3.5784 -2.7603 -1.0955
C -3.6944 -3.2609 -2.3781
C -2.8548 -2.6938 -3.3233
N -1.9905 -1.7307 -3.0358
H -5.7318 3.0143 -5.6407
H -5.0267 2.2494 -6.9767
H -4.8105 2.8412 -3.4126
H -2.9075 2.1580 -2.0229
H -1.1401 0.1846 -5.3749
H -3.0234 0.9037 -6.8000
H -4.1932 -3.1435 -0.2877
H -4.3915 -4.0461 -2.6267
H -2.8719 -3.0261 -4.3558
N 1.3719 -0.3642 2.2635
C 1.8644 -0.0888 3.2637
C 2.5030 0.2321 4.5037
C 3.5888 -0.5439 4.9151
C 4.2102 -0.2359 6.1129
C 3.7515 0.8268 6.8799
C 2.6710 1.5922 6.4626
C 2.0368 1.3007 5.2680
H 3.9322 -1.3678 4.3056
H 5.0521 -0.8257 6.4472
H 4.2428 1.0613 7.8146
H 2.3237 2.4167 7.0695
H 1.1952 1.8889 4.9295

***

# C32H37N4O6PPb

C32H37N4O6PPb as an isolated structure (ωB97M-V/def2-TZVPD, the OMol25 dataset).

Values from the calculation:
HOMO energy   -12.56 eV
LUMO energy   -0.2924 hartree
Total charge   +2
DFT total energy   -2445.5897 Eh

CARTESIAN COORDINATES (ANGSTROEM)
Pb 0.2339 1.8192 -2.1096
O 2.5587 2.1123 -1.4763
C 3.2498 3.1562 -1.4266
C 2.8073 4.4972 -1.4706
C 3.7997 5.4969 -1.5459
C 3.4464 6.8007 -1.5868
C 2.0922 7.1877 -1.5429
C 1.1149 6.2427 -1.4434
C 1.4221 4.8568 -1.4106
O 0.4743 3.9899 -1.3010
N 4.4926 7.8303 -1.6758
O 5.6482 7.4572 -1.7554
O 4.1321 8.9902 -1.6590
H 4.3375 3.0238 -1.3284
H 4.8509 5.2368 -1.5903
H 1.8553 8.2416 -1.5910
H 0.0700 6.5193 -1.3890
C -0.5876 -5.6190 3.9654
O -0.7879 -4.6757 5.0473
C -1.4700 -3.5928 4.8860
C -2.1777 -3.2636 3.6880
C -2.7623 -2.0474 3.5817
C -2.6730 -1.1086 4.6663
C -2.0864 -1.5100 5.9098
C -1.4900 -2.7160 6.0065
N -3.0775 0.1404 4.5761
N -3.5283 0.7170 3.5795
C -3.1480 1.2279 2.4805
C -4.1819 1.6519 1.5308
C -3.8847 1.8851 0.2569
C -2.5100 1.7464 -0.2412
O -2.2457 1.8094 -1.4237
C -1.4199 1.5511 0.7733
N -0.1655 1.6157 0.3277
C 0.8400 1.5928 1.1967
C 0.6207 1.5048 2.5680
C -0.6710 1.3728 3.0307
C -1.7201 1.3733 2.1143
H -0.1045 -6.4761 4.4144
H 0.0641 -5.1770 3.2157
H -1.5315 -5.9226 3.5214
H -2.2608 -3.9739 2.8778
H -3.3209 -1.7786 2.6910
H -2.0902 -0.8171 6.7438
H -1.0049 -3.0400 6.9187
H -5.2030 1.7172 1.8880
H -4.6422 2.1544 -0.4690
H 1.8399 1.6549 0.7794
H 1.4583 1.5515 3.2513
H -0.8620 1.3154 4.0957
C 0.0957 -2.1103 0.4627
C 0.6491 -2.5299 -0.9036
C 0.1359 -3.9220 -1.2883
P 0.4306 -1.1899 -2.1761
C -1.1913 -1.3888 -3.0629
C -1.2900 -2.4110 -4.1949
C -2.3353 -1.5619 -2.0543
C 1.8240 -1.4686 -3.3687
C 3.1268 -0.9935 -2.7083
C 2.0252 -2.8844 -3.9153
H 0.3422 -2.8750 1.2088
H -0.9931 -2.0034 0.4375
H 0.5319 -1.1680 0.7982
H 1.7375 -2.5815 -0.8133
H -0.9528 -3.9741 -1.2518
H 0.5259 -4.6629 -0.5838
H 0.4557 -4.2219 -2.2834
H -1.3171 -0.3975 -3.5182
H -1.1629 -3.4342 -3.8370
H -0.5645 -2.2160 -4.9836
H -2.2842 -2.3412 -4.6457
H -2.4197 -2.5975 -1.7288
H -3.2825 -1.2838 -2.5220
H -2.2026 -0.9291 -1.1720
H 1.5886 -0.7955 -4.2020
H 3.4545 -1.7055 -1.9464
H 3.0376 -0.0110 -2.2461
H 3.9200 -0.9430 -3.4579
H 2.3833 -3.5576 -3.1337
H 2.7967 -2.8512 -4.6887
H 1.1335 -3.3121 -4.3669